Here is a structure of composition C25H56N4O2SbSi5Ti in a non-equilibrium geometry from the OMol25 dataset. Energies are from the ωB97M-V functional and the def2-TZVPD basis.

## Properties
Electronic energy   -105935.2726 eV
Spin multiplicity   3
Energy above the lowest of the compared OMol25 structures with the same formula, charge and spin   21.6 kJ/mol
Max |F|   1.69 eV/A
LUMO level (alpha / beta)   0.0937 / 0.0754 hartree
Net charge   -1
Frontier orbital gap (alpha / beta)   6.24 / 6.06 eV

Structure (XYZ):
```
94
C25H56N4O2SbSi5Ti | the OMol25 dataset | the ωB97M-V functional and the def2-TZVPD basis
Ti 0.292 0.175 1.870
C -3.029 -1.269 -0.070
C -1.683 -0.548 0.036
N -0.786 -1.240 0.908
O -0.325 -2.435 0.234
C -1.773 0.850 0.618
C -3.119 1.422 0.980
N -0.800 1.705 0.765
O 0.432 1.304 0.300
H -2.828 -2.288 -0.387
H -3.715 -0.816 -0.786
H -3.511 -1.319 0.911
H -0.289 -3.086 0.940
H -3.773 0.715 1.480
H -3.618 1.733 0.055
H -2.978 2.305 1.600
C -1.042 -1.427 6.207
Si -1.297 -0.078 4.913
C -2.729 -0.667 3.847
C -1.910 1.496 5.756
N 0.099 0.146 3.933
C 1.362 0.359 4.508
C 1.575 0.756 5.829
C 2.852 0.969 6.343
C 3.950 0.805 5.519
C 3.764 0.422 4.194
C 2.496 0.171 3.660
N 2.248 -0.224 2.351
Si 3.486 -0.423 1.164
C 2.667 -0.962 -0.431
C 4.427 1.174 0.814
C 4.719 -1.777 1.626
H -1.956 -1.576 6.789
H -0.225 -1.227 6.899
H -0.820 -2.364 5.689
H -3.433 -1.231 4.466
H -2.380 -1.315 3.040
H -3.278 0.170 3.413
H -2.893 1.327 6.208
H -2.021 2.277 4.998
H -1.244 1.877 6.531
H 0.722 0.928 6.473
H 2.972 1.277 7.375
H 4.952 0.981 5.890
H 4.635 0.319 3.559
H 2.236 -0.120 -0.975
H 1.861 -1.676 -0.242
H 3.398 -1.449 -1.084
H 3.718 2.006 0.774
H 4.922 1.112 -0.161
H 5.186 1.406 1.563
H 4.208 -2.744 1.625
H 5.171 -1.640 2.609
H 5.523 -1.830 0.884
C -4.333 0.768 -2.882
Si -2.512 1.221 -3.107
C -2.227 2.953 -2.413
C -2.241 1.297 -4.972
Sb -0.765 -0.316 -2.023
Si -1.218 -2.531 -3.227
C 0.383 -3.496 -3.056
C -2.623 -3.624 -2.608
C -1.538 -2.218 -5.058
Si 1.739 1.429 -3.934
C 1.764 2.649 -2.506
C 1.496 2.410 -5.539
C 3.393 0.526 -4.026
H -4.950 1.402 -3.527
H -4.683 0.908 -1.857
H -4.511 -0.272 -3.165
H -3.139 3.554 -2.463
H -1.465 3.460 -3.012
H -1.876 2.942 -1.379
H -2.652 2.234 -5.360
H -2.745 0.474 -5.483
H -1.181 1.259 -5.228
H 0.613 -3.651 -1.999
H 1.213 -2.940 -3.500
H 0.317 -4.470 -3.550
H -2.421 -3.992 -1.601
H -2.723 -4.495 -3.265
H -3.578 -3.095 -2.603
H -0.822 -1.512 -5.483
H -2.543 -1.823 -5.220
H -1.454 -3.161 -5.608
H 0.989 3.408 -2.637
H 2.730 3.165 -2.464
H 1.588 2.170 -1.541
H 0.562 2.975 -5.505
H 1.468 1.761 -6.416
H 2.312 3.129 -5.680
H 3.593 0.019 -3.081
H 4.203 1.243 -4.203
H 3.418 -0.215 -4.827
```

Here is a structure of composition C25H57AuN11O from the OMol25 dataset. Energies are from the ωB97M-V functional and the def2-TZVPD basis.

## Properties
Electronic energy   -48954.5157 eV
Spin multiplicity   1
Energy above the lowest of the compared OMol25 structures with the same formula, charge and spin   135.5 kJ/mol
Max |F|   0.52 eV/A
LUMO level (alpha / beta)   -0.3671 / -0.3671 hartree
Net charge   +3
Frontier orbital gap (alpha / beta)   6.52 / 6.52 eV

Structure (XYZ):
```
95
C25H57AuN11O | the OMol25 dataset | the ωB97M-V functional and the def2-TZVPD basis
Au 0.056 -0.529 0.086
C 3.113 2.786 1.780
N 2.989 1.514 2.480
C 3.985 1.291 3.535
C 2.032 0.589 2.228
N 1.686 0.285 0.968
C 2.585 0.550 -0.168
C 1.941 1.555 -1.118
N 0.524 1.175 -1.355
C -0.419 2.261 -1.081
C -0.643 2.411 0.420
N -1.212 1.190 0.986
C -2.348 1.272 1.653
N -2.786 2.416 2.225
C -1.860 3.351 2.891
C -4.142 2.473 2.796
N -3.185 0.168 1.821
C -2.644 -1.065 2.339
C -4.355 0.055 0.955
C 0.299 0.435 -2.614
C -1.054 -0.245 -2.598
N -1.300 -1.077 -1.378
C -2.406 -1.847 -1.444
N -3.363 -1.574 -2.362
C -3.886 -2.625 -3.242
C -3.969 -0.263 -2.570
N -2.617 -2.933 -0.677
C -1.561 -3.794 -0.156
C -3.971 -3.465 -0.467
N 1.480 -0.034 3.269
C 0.946 -1.386 3.189
C 1.354 0.611 4.580
H 3.317 3.562 2.517
H 2.182 3.045 1.285
H 3.931 2.793 1.055
H 4.977 1.452 3.113
H 3.929 0.267 3.895
H 3.847 1.979 4.369
H 2.737 -0.394 -0.701
H 3.568 0.865 0.173
H 2.476 1.608 -2.068
H 1.950 2.551 -0.683
H -1.375 2.039 -1.551
H -0.051 3.199 -1.504
H -1.309 3.261 0.541
H 0.301 2.661 0.906
H -0.830 3.035 2.779
H -2.094 3.352 3.956
H -1.975 4.365 2.511
H -4.298 1.679 3.526
H -4.904 2.414 2.025
H -4.254 3.435 3.287
H -2.194 -0.900 3.318
H -1.914 -1.552 1.684
H -3.474 -1.756 2.488
H -4.542 0.992 0.434
H -5.244 -0.193 1.537
H -4.205 -0.720 0.198
H 1.105 -0.287 -2.706
H 0.358 1.105 -3.477
H -1.144 -0.870 -3.488
H -1.808 0.529 -2.692
H -3.352 -3.558 -3.084
H -3.739 -2.319 -4.279
H -4.951 -2.788 -3.078
H -3.699 0.419 -1.767
H -5.053 -0.385 -2.551
H -3.697 0.169 -3.536
H -1.081 -4.353 -0.964
H -2.015 -4.514 0.520
H -0.817 -3.244 0.402
H -4.720 -2.727 -0.734
H -4.078 -3.709 0.589
H -4.139 -4.372 -1.048
H 1.404 -1.915 2.358
H -0.137 -1.377 3.073
H 1.189 -1.906 4.116
H 1.463 1.688 4.484
H 2.095 0.233 5.284
H 0.362 0.390 4.972
C 2.482 -5.513 -0.929
N 1.920 -4.456 -0.065
C 1.945 -4.752 1.372
C 1.520 -3.291 -0.521
C 1.532 -3.008 -1.989
O 1.133 -2.401 0.317
H 2.578 -6.412 -0.329
H 3.468 -5.233 -1.294
H 1.821 -5.734 -1.762
H 1.444 -5.703 1.543
H 1.442 -3.970 1.928
H 2.979 -4.836 1.707
H 1.925 -3.815 -2.595
H 2.152 -2.129 -2.161
H 0.515 -2.780 -2.308
```

Here is a cluster of 8 separate species, C25H57BN9O8 in total in a non-equilibrium geometry from the OMol25 dataset. Energies are from the ωB97M-V functional and the def2-TZVPD basis.

## Properties
Electronic energy   -57317.5777 eV
Spin multiplicity   1
Max |F|   3.25 eV/A
LUMO level   0.0759 hartree
Net charge   -1
Frontier orbital gap   6.76 eV

Structure (XYZ):
```
100
C25H57BN9O8 | the OMol25 dataset | the ωB97M-V functional and the def2-TZVPD basis
C 1.668 -1.380 1.050
C 0.790 -0.829 -0.133
N 0.899 0.410 -0.441
C -0.116 -1.839 -0.863
B -1.714 -1.705 -0.532
O -2.047 -1.782 0.962
C -2.859 -0.838 1.331
N -3.370 0.177 1.543
H 1.275 -1.101 2.053
H 1.755 -2.486 0.967
H 2.700 -0.970 0.926
H 1.565 0.857 0.203
H 0.222 -2.876 -0.609
H 0.008 -1.696 -1.965
H -2.224 -0.707 -0.985
H -2.268 -2.622 -1.090
C 2.858 4.154 -1.984
O 3.025 3.307 -1.126
N 1.957 4.083 -2.988
C 1.823 5.138 -3.966
C 1.092 2.916 -3.092
H 3.452 5.084 -2.004
H 0.806 5.535 -3.930
H 2.018 4.734 -4.963
H 2.529 5.945 -3.765
H 0.504 2.821 -2.180
H 1.705 2.020 -3.207
H 0.427 3.017 -3.948
C -1.247 -5.787 -1.799
O -1.142 -4.581 -1.843
N -0.281 -6.666 -2.166
C -0.475 -8.096 -2.099
C 0.989 -6.143 -2.644
H -2.173 -6.280 -1.450
H 0.272 -8.532 -1.429
H -0.358 -8.525 -3.098
H -1.471 -8.334 -1.724
H 1.443 -5.529 -1.862
H 0.806 -5.514 -3.517
H 1.662 -6.959 -2.906
C 0.023 -4.408 -6.215
O 0.672 -4.999 -5.371
N -0.546 -3.200 -6.036
C -1.307 -2.546 -7.079
C -0.388 -2.531 -4.748
H -0.154 -4.831 -7.219
H -0.842 -1.587 -7.319
H -2.327 -2.375 -6.727
H -1.339 -3.162 -7.978
H 0.674 -2.379 -4.548
H -0.802 -3.160 -3.957
H -0.900 -1.571 -4.755
C 2.676 6.025 0.796
O 3.534 6.797 0.400
N 1.698 6.335 1.680
C 0.710 5.359 2.102
C 1.638 7.680 2.218
H 2.630 4.981 0.451
H -0.288 5.718 1.839
H 0.774 5.227 3.185
H 0.883 4.400 1.616
H 1.517 8.393 1.400
H 2.571 7.905 2.739
H 0.802 7.772 2.910
C -1.125 -1.709 5.607
O -0.467 -2.245 6.487
N -1.740 -0.515 5.721
C -2.512 0.065 4.634
C -1.626 0.212 6.970
H -1.272 -2.179 4.621
H -2.076 1.026 4.357
H -3.542 0.214 4.966
H -2.511 -0.586 3.765
H -0.573 0.413 7.179
H -2.030 -0.396 7.783
H -2.172 1.152 6.910
C -2.455 5.394 -2.123
O -1.606 4.533 -2.054
N -2.225 6.729 -2.026
C -3.294 7.701 -2.117
C -0.865 7.195 -1.825
H -3.520 5.148 -2.271
H -3.103 8.371 -2.959
H -3.334 8.283 -1.193
H -4.253 7.206 -2.267
H -0.240 6.860 -2.653
H -0.469 6.771 -0.899
H -0.842 8.282 -1.767
C 2.676 -5.795 4.555
O 3.502 -4.988 4.177
N 1.721 -5.558 5.482
C 0.772 -6.574 5.881
C 1.643 -4.241 6.098
H 2.643 -6.823 4.154
H -0.241 -6.226 5.669
H 0.873 -6.761 6.954
H 0.951 -7.503 5.340
H 1.477 -3.493 5.325
H 2.588 -4.023 6.600
H 0.830 -4.206 6.817
```

Here is a cluster of 4 separate species, C25H57ClN5O5 in total from the OMol25 dataset. Energies are from the ωB97M-V functional and the def2-TZVPD basis.

## Properties
Electronic energy   -57052.3852 eV
Spin multiplicity   1
Energy above the lowest of the compared OMol25 structures with the same formula, charge and spin   0.0 kJ/mol
Max |F|   0.70 eV/A
LUMO level   -0.0767 hartree
Net charge   +1
Frontier orbital gap   9.35 eV

Structure (XYZ):
```
93
C25H57ClN5O5 | the OMol25 dataset | the ωB97M-V functional and the def2-TZVPD basis
C 5.484 -1.761 4.379
C 5.059 -0.812 3.251
C 4.295 -1.579 2.175
Cl 5.428 -2.285 0.979
N 3.236 -0.820 1.527
C 3.457 0.593 1.253
C 4.660 0.862 0.353
N 4.477 0.172 -0.930
C 2.129 -1.511 1.217
N 2.022 -2.840 1.435
C 0.830 -3.168 0.998
C 0.243 -4.539 0.959
O -1.017 -4.493 0.340
C -2.081 -4.292 1.260
N 0.187 -2.132 0.519
N 0.997 -1.035 0.640
C 0.473 0.252 0.194
C 0.144 1.214 1.339
C -1.250 1.030 1.921
C -1.617 2.192 2.831
O -0.765 2.231 3.981
H 4.651 -1.954 5.054
H 5.835 -2.712 3.980
H 6.284 -1.312 4.960
H 4.416 -0.041 3.671
H 5.959 -0.365 2.834
H 3.832 -2.440 2.641
H 3.563 1.139 2.193
H 2.620 1.032 0.735
H 5.600 0.629 0.850
H 4.659 1.942 0.191
H 4.560 0.842 -1.684
H 5.229 -0.488 -1.084
H 0.182 -4.953 1.969
H 0.916 -5.175 0.383
H -2.149 -5.122 1.966
H -1.967 -3.366 1.834
H -3.002 -4.232 0.687
H -0.722 -2.119 0.085
H 1.150 0.705 -0.525
H -0.443 0.050 -0.362
H 0.892 1.125 2.125
H 0.227 2.228 0.942
H -1.342 0.098 2.487
H -1.981 0.985 1.106
H -1.522 3.130 2.285
H -2.654 2.115 3.162
H -1.218 1.698 4.641
C -5.458 -4.638 -2.805
C -4.448 -4.557 -3.937
O -3.215 -3.959 -3.572
C -2.491 -4.607 -2.545
C -2.093 -6.038 -2.856
H -5.638 -3.648 -2.382
H -6.403 -5.031 -3.179
H -5.124 -5.296 -2.001
H -4.839 -3.925 -4.734
H -4.282 -5.548 -4.372
H -3.049 -4.565 -1.601
H -1.593 -4.003 -2.408
H -2.960 -6.692 -2.961
H -1.476 -6.434 -2.049
H -1.525 -6.081 -3.786
C -2.120 2.861 -4.617
C -1.245 1.659 -4.312
O -1.403 1.147 -2.995
C -2.705 0.694 -2.663
C -3.217 -0.441 -3.532
H -1.948 3.656 -3.890
H -1.886 3.244 -5.610
H -3.181 2.613 -4.603
H -0.194 1.942 -4.376
H -1.406 0.868 -5.050
H -3.414 1.530 -2.664
H -2.629 0.353 -1.626
H -3.351 -0.131 -4.568
H -4.184 -0.784 -3.164
H -2.525 -1.285 -3.521
C -0.057 7.976 0.894
C 0.633 6.726 0.376
O 1.795 6.361 1.099
C 1.608 6.079 2.474
C 0.673 4.913 2.741
H 0.641 8.813 0.919
H -0.889 8.238 0.240
H -0.457 7.840 1.899
H 0.980 6.894 -0.644
H -0.076 5.889 0.336
H 1.271 6.971 3.013
H 2.604 5.842 2.849
H -0.346 5.126 2.413
H 0.636 4.691 3.807
H 1.018 4.020 2.216
```

Here is a cluster of 5 separate species, C25H58B2INO11 in total in a non-equilibrium geometry from the OMol25 dataset. Energies are from the ωB97M-V functional and the def2-TZVPD basis.

## Properties
Electronic energy   -60330.5609 eV
Spin multiplicity   1
Max |F|   5.39 eV/A
LUMO level   0.0077 hartree
Net charge   0
SMILES string   CO[C@H](B(O)O)[C@](CC(=O)I)(OCCCCCNC(C)=O)B(C)O.CC(C)O.CC(C)O.CC(C)O.CC(C)O
Frontier orbital gap   9.37 eV

Structure (XYZ):
```
98
C25H58B2INO11 | the OMol25 dataset | the ωB97M-V functional and the def2-TZVPD basis
C -0.764 -2.165 1.809
O -0.501 -0.753 1.977
C 0.264 -0.237 0.816
B 1.818 -0.193 1.290
O 2.292 0.248 2.575
O 2.809 -0.673 0.330
C -0.376 1.239 0.543
C 0.210 1.742 -0.868
C -0.162 0.777 -2.111
O 0.511 -0.229 -2.424
I -1.916 1.303 -3.334
O 0.015 2.047 1.676
C -0.197 3.458 1.461
C 1.114 4.316 1.095
C 2.516 3.590 1.349
C 3.652 4.575 0.695
C 3.895 4.034 -0.823
N 5.128 3.187 -0.945
C 4.840 1.788 -1.263
C 3.995 1.262 -2.505
O 5.347 0.906 -0.500
B -2.004 0.952 0.472
C -3.145 1.940 1.060
O -2.475 -0.260 -0.197
H -1.572 -2.384 1.014
H -1.148 -2.561 2.825
H 0.180 -2.785 1.574
H 0.055 -0.970 -0.032
H 2.960 0.943 2.384
H 2.816 -1.656 0.327
H -0.162 2.787 -1.185
H 1.362 1.818 -0.880
H -0.592 3.880 2.463
H -0.997 3.714 0.686
H 1.099 5.254 1.771
H 0.982 4.718 0.022
H 2.803 3.459 2.442
H 2.551 2.638 0.725
H 3.161 5.609 0.556
H 4.611 4.613 1.308
H 4.018 4.920 -1.557
H 2.965 3.468 -1.211
H 5.542 3.156 0.003
H 3.205 0.510 -2.124
H 4.679 0.644 -3.200
H 3.507 2.075 -3.137
H -4.177 1.446 0.918
H -3.169 2.869 0.367
H -2.961 2.315 2.119
H -2.996 -0.801 0.436
C -2.100 5.824 -6.213
C -0.745 5.139 -6.300
C -0.805 3.902 -7.183
O -0.317 4.767 -4.992
H -2.848 5.155 -5.775
H -2.045 6.704 -5.567
H -2.448 6.136 -7.201
H -0.005 5.838 -6.698
H -1.508 3.167 -6.778
H 0.172 3.414 -7.227
H -1.115 4.157 -8.200
H -0.966 4.148 -4.632
C -1.098 -4.300 6.341
C -1.766 -3.073 5.741
C -3.009 -2.681 6.523
O -2.125 -3.343 4.385
H -1.774 -5.162 6.320
H -0.214 -4.578 5.763
H -0.796 -4.119 7.375
H -1.060 -2.239 5.730
H -3.751 -3.486 6.509
H -3.485 -1.805 6.074
H -2.765 -2.451 7.563
H -2.750 -4.081 4.383
C -2.728 -1.997 -6.293
C -3.727 -0.930 -6.712
C -4.663 -1.442 -7.796
O -3.025 0.215 -7.193
H -2.101 -2.298 -7.139
H -2.055 -1.611 -5.522
H -3.236 -2.882 -5.903
H -4.311 -0.612 -5.843
H -4.103 -1.724 -8.693
H -5.368 -0.662 -8.095
H -5.229 -2.311 -7.451
H -2.506 -0.055 -7.961
C 2.564 -7.711 7.495
C 1.684 -6.859 6.594
C 2.262 -6.756 5.191
O 1.558 -5.552 7.152
H 3.562 -7.273 7.593
H 2.142 -7.767 8.502
H 2.665 -8.726 7.102
H 0.679 -7.289 6.547
H 3.250 -6.285 5.210
H 1.625 -6.132 4.558
H 2.354 -7.743 4.729
H 2.442 -5.162 7.198
```

What is the spin multiplicity in the third record? 1

The highest max |F| belongs to which entry? C25H58B2INO11

Among the records above, which one has the highest max |F|? C25H58B2INO11